Entry 1:
A cluster of 4 separate species, C17H37ClN2O3 in total. Source: the OMol25 dataset; level of theory: ωB97M-V/def2-TZVPD.

Calculated total energy   -39868.8434 eV
Highest occupied orbital energy   -5.57 eV
Kohn-Sham gap   5.4 eV
Energy above the lowest of the compared OMol25 structures with the same formula, charge and spin   224.6 kJ/mol

Geometry as XYZ:
```
60
Properties=species:S:1:pos:R:3:forces:R:3
H 2.91468 17.00730 -14.11784 0.429 0.910 -0.655
H 5.43881 15.92764 -16.00086 0.040 0.380 0.005
H 7.27773 20.24894 -10.83762 0.609 0.584 -0.041
H 7.00945 27.92977 -16.78493 -0.232 0.330 -0.488
C 9.08445 29.81565 -16.36043 -1.941 -0.686 1.757
O 9.95234 21.50818 -15.62921 2.795 0.018 1.690
H 8.44485 29.26971 -18.29985 -0.028 0.180 -0.015
H 7.50732 22.72891 -15.94286 -1.325 1.383 -0.404
H 6.92226 30.84128 -14.57827 -0.040 -0.274 -0.068
Cl 3.61880 24.44933 -16.58883 0.082 0.108 0.203
O 8.37795 23.08179 -15.74514 -0.567 1.989 1.660
C 4.28939 19.23689 -14.78869 0.035 -0.905 0.144
H 6.59500 15.37223 -14.80026 -0.042 -0.008 -0.202
H 5.64430 18.12394 -11.88164 0.147 -0.143 -0.029
C 6.71508 28.73917 -16.11684 1.283 -1.187 0.375
H 5.73974 20.91609 -10.77202 -0.526 0.030 -0.183
H 3.45139 19.62724 -14.21117 -0.298 -0.343 -0.360
O 8.19429 21.29130 -16.87750 -2.136 -1.805 -1.682
H 11.34497 28.97940 -18.06330 0.510 0.559 0.206
C 6.16622 17.44466 -14.51368 -0.618 1.076 0.484
C 7.65614 30.09618 -14.27110 0.732 -0.146 -0.439
H 9.40777 28.00563 -17.65570 0.127 0.053 0.603
H 7.08156 27.04410 -13.79596 -0.528 0.279 0.443
H 3.86718 15.05734 -14.44861 0.456 -0.511 0.103
H 7.28170 19.76886 -13.06914 -0.134 -0.582 -0.228
H 10.58706 29.94464 -19.27539 -0.403 -0.211 -0.064
H 8.75357 27.26221 -15.43209 0.615 -0.615 0.729
C 7.82395 27.77045 -13.46524 -0.267 -0.786 -0.240
C 6.58856 20.83001 -11.45040 -0.754 -0.039 1.888
H 5.94760 20.75338 -13.45718 -0.142 0.058 0.105
C 9.30372 29.09065 -17.65302 0.111 0.717 -0.670
C 4.64227 15.69108 -14.01768 -1.538 0.056 1.360
N 8.01980 29.14610 -15.41282 -0.208 1.863 0.388
H 10.84256 30.70337 -17.76147 0.030 -0.211 0.362
H 8.73145 30.82511 -16.57131 -0.188 -0.024 -0.022
H 4.03313 18.76725 -15.73835 -0.324 0.102 0.189
H 5.03321 15.27603 -13.08869 0.003 -0.395 -0.176
H 8.37222 27.27709 -12.66268 0.001 0.239 0.011
H 9.89378 29.92607 -15.63871 0.524 -0.216 -0.630
H 6.52778 18.24042 -15.16493 0.315 -0.715 -0.676
C 10.57970 29.74268 -18.20428 0.435 -0.699 -0.926
H 4.89531 20.11671 -15.00524 0.640 -0.534 0.164
H 6.04633 28.22817 -15.42421 0.025 0.431 0.270
H 8.56326 30.60984 -13.95266 0.145 0.179 -0.511
H 6.22105 29.58235 -16.59963 0.377 -0.066 0.048
C 8.70101 28.00891 -14.63978 -0.283 0.481 -1.526
N 4.91970 18.13003 -13.89010 -0.430 1.250 -0.157
C 8.90606 21.90056 -16.08192 1.115 -1.668 -1.018
C 5.27377 18.88594 -12.56731 0.668 -0.397 -0.146
C 6.30694 20.07141 -12.68652 -0.975 -0.800 -2.078
C 3.88879 16.97004 -13.63018 1.070 0.919 0.561
H 4.30168 19.18122 -12.17240 0.109 0.443 -0.063
H 7.68859 29.56145 -12.19381 0.278 -0.029 -0.115
H 6.85202 21.86601 -11.66337 0.641 -0.330 0.038
H 3.64919 17.10687 -12.57567 0.137 -0.564 0.085
H 6.23382 29.08349 -12.93083 -0.145 0.275 -0.335
C 7.29938 29.18144 -13.13838 -1.389 -0.864 1.541
H 6.90427 17.35242 -13.71689 -0.137 0.040 0.119
H 9.64395 28.38418 -14.24211 0.282 0.007 -0.796
C 5.74373 16.03404 -14.95979 0.831 0.817 -0.589
```
Positions in Å, forces in eV/Å.

=====

Entry 2:
A structure of composition C30H44N2O3P2Tc. Source: the OMol25 dataset; level of theory: ωB97M-V/def2-TZVPD.

2S+1   4
Calculated total energy   -61722.0422 eV
Highest occupied orbital energy (spin up / spin down)   -6.20 / -7.26 eV
<S²>   3.811
Kohn-Sham gap (spin up / spin down)   6.8 / 6.9 eV
Energy above the lowest of the compared OMol25 structures with the same formula, charge and spin   156.8 kJ/mol

Geometry as XYZ:
```
82
Properties=species:S:1:pos:R:3:forces:R:3
C -0.46350 -2.53070 3.30000 -0.290 0.106 0.149
C 3.42180 -0.07370 1.42600 -0.439 0.034 -0.189
C 0.02920 4.11030 -3.50640 -0.009 -0.367 0.047
O 0.35230 1.37300 1.30830 0.047 1.063 4.327
H 6.21610 2.12560 4.49230 -0.737 0.048 0.074
H -0.01640 0.23610 -3.97380 0.002 0.404 0.034
H -3.01840 1.53080 -1.70060 -0.030 0.072 0.400
H 3.27370 0.91560 1.88930 0.034 -0.378 -0.120
H 4.34940 -1.54780 -1.01870 -0.498 0.083 0.065
C 0.04190 3.56690 -4.80260 -0.001 -0.078 0.076
H -3.36330 3.58050 4.65050 0.051 0.045 -0.040
C 4.84730 -0.06690 4.49140 -0.341 0.264 0.051
H 2.14270 -2.05320 4.68170 -0.273 -0.006 -0.022
H -4.26880 1.71990 -0.41170 0.445 -0.071 -0.055
C -3.51780 -1.24440 -0.49730 0.315 0.023 -0.044
C -3.15110 0.24210 1.93200 0.234 0.002 -0.113
H 4.87220 3.07620 3.78030 0.151 -0.133 0.574
H -1.43370 0.25290 6.47650 0.220 -0.035 -0.046
O 0.03540 -1.52170 1.18170 -0.348 -1.291 1.009
C -0.54950 1.92580 3.60720 -0.382 -1.049 1.253
H -4.60000 -1.04770 -0.38960 0.503 0.017 0.014
C 5.14800 2.40440 4.61920 0.049 0.299 -0.019
C 0.35800 -2.60720 2.00790 0.274 0.691 -0.447
H 1.08640 -4.31650 0.84980 -0.446 0.109 0.054
C -1.59330 2.87820 3.65360 0.030 -0.517 0.396
O 0.91060 3.27180 2.32390 -1.641 -4.567 1.048
C 2.70160 -1.12940 4.65820 0.094 0.297 -0.070
C 2.27190 2.68170 5.04350 0.235 0.369 0.371
H 5.92070 -0.16440 4.38470 0.022 0.196 -0.003
H 1.43760 -2.53780 2.27280 -0.353 -0.035 0.029
H -0.69070 -1.47780 3.54360 0.156 -0.556 -0.225
P 2.48130 -0.12300 -0.16720 1.473 -0.241 -0.302
H -1.68330 3.63220 2.87980 0.299 -0.136 -0.044
H 0.04250 5.19740 -3.36930 -0.004 -0.445 -0.049
H 0.31670 -0.81790 5.41960 0.267 1.053 -0.570
H 4.55460 -2.18880 4.44920 -0.056 -0.009 0.022
C 2.03500 0.11100 4.74400 0.360 0.370 0.066
N 0.61020 0.03150 4.90960 -0.006 0.341 -0.063
H -2.77100 1.16740 2.39600 -0.218 -0.466 -0.161
C 0.13530 -3.92230 1.24920 0.067 -0.448 0.063
H 2.91190 1.18240 -2.17630 0.093 0.069 0.373
H 2.49570 3.36520 4.20230 -0.313 -0.276 0.480
H -3.26580 1.86150 6.41850 0.027 -0.051 0.010
H 2.80510 2.21700 -0.72480 0.159 -0.315 -0.134
H -2.78010 -0.61660 2.51620 -0.127 0.327 -0.205
H -0.00900 3.68440 -1.37050 0.031 -0.115 -0.364
H -4.25550 0.24880 1.94440 0.456 -0.007 -0.115
C 4.08040 -1.21820 4.52820 -0.384 0.213 0.180
H 0.06470 4.22560 -5.67690 -0.008 -0.274 0.365
C -0.01650 1.86440 -2.54340 0.013 -0.265 0.434
H -3.27200 -1.35770 -1.56690 -0.113 0.034 0.416
C 3.24570 -1.60380 -0.99500 -0.303 0.054 0.007
C -3.18860 1.61520 -0.61480 0.124 -0.084 0.055
C -0.00360 1.32430 -3.85650 0.006 0.209 -0.204
C 0.02500 2.17210 -4.96840 -0.007 0.071 0.387
C 4.24730 1.19330 4.61940 -0.361 -0.775 -0.058
C -2.50880 1.88720 5.64520 0.299 -0.260 -0.198
C -2.56110 2.85430 4.65390 0.194 0.001 -0.226
H 0.03470 1.74130 -5.97590 -0.004 0.168 0.412
C -1.46610 0.96830 5.66330 -0.078 0.374 -0.374
C 0.35300 2.08830 2.43680 2.114 5.250 -3.396
H 0.10470 -2.95860 4.14190 -0.285 -0.041 -0.203
N -0.04150 1.05620 -1.44150 -0.299 -0.265 -1.356
H 3.01720 -0.84040 2.10760 0.197 0.368 -0.290
H -1.41440 -3.08240 3.19580 0.303 0.194 0.052
C -0.00010 3.27650 -2.38590 -0.001 0.129 -0.249
H 2.75330 3.08750 5.95700 -0.028 -0.149 -0.467
H -0.56170 -3.76380 0.40870 0.244 0.001 0.378
H 1.20110 2.71070 5.26870 0.312 -0.105 -0.336
C 3.21510 1.27350 -1.12050 -0.185 -0.043 0.032
Tc 0.00000 0.00000 0.00000 0.252 0.664 -1.729
H 2.86140 -1.66980 -2.02710 0.161 0.002 0.393
C 2.82990 1.30490 4.76920 0.015 -0.642 0.041
H 4.50080 -0.25140 1.27110 -0.483 0.089 -0.059
H -3.26570 -2.18750 0.01640 -0.082 0.367 -0.187
H 5.05740 2.94930 5.58080 0.025 -0.070 -0.598
H 2.93960 -2.51600 -0.45460 0.113 0.350 -0.199
H -2.64770 2.50320 -0.24920 -0.217 -0.278 -0.167
H 4.31680 1.28050 -1.04750 -0.455 -0.050 0.007
H -0.30050 -4.68040 1.92440 0.255 0.155 -0.335
C -0.44570 0.97950 4.68820 0.397 0.010 -0.096
P -2.48060 0.12710 0.21150 -1.310 -0.097 -0.021
```
Positions in Å, forces in eV/Å.